1.
The following is a DFT calculation (ωB97M-V/def2-TZVPD) of C13H17NSV as an isolated structure in a non-equilibrium geometry.

Last column: Mulliken charge in e.
Geometry (Å):
1 C -1.5146 0.0895 -0.5183  -0.90
2 C 1.3933 -0.4219 -0.9490  0.05
3 C -0.9677 1.2222 -1.2982  -0.40
4 H -2.6058 0.0699 -0.3755  0.75
5 C 1.7620 0.8678 -1.6378  -1.09
6 H 2.2238 -0.9481 -0.4561  0.97
7 H -1.5253 2.1614 -1.1322  0.58
8 H 2.8125 1.1689 -1.6035  0.44
9 C -0.5005 1.1231 -2.7448  -1.16
10 H -0.9395 1.9909 -3.2681  0.35
11 H -0.9002 0.2474 -3.2836  0.28
12 C -1.0678 -1.2684 -0.8923  -0.62
13 H -1.7779 -1.6582 -1.6490  0.43
14 H -1.1730 -1.9779 -0.0531  0.32
15 C 0.3744 -1.3723 -1.4971  -1.37
16 H 0.3060 -1.3276 -2.5904  0.28
17 H 0.7113 -2.3947 -1.2713  0.39
18 C 1.0529 1.2399 -2.9033  -0.74
19 H 1.3729 0.6297 -3.7630  0.31
20 H 1.2793 2.2754 -3.2061  0.44
21 V 0.5598 1.0822 -0.2295  0.29
22 H -2.9453 0.4862 1.1962  0.25
23 S -1.9598 1.4319 1.6021  -0.28
24 C -0.7041 0.5253 2.3737  0.42
25 C -0.8115 0.1626 3.7183  -0.55
26 C 0.1355 -0.7018 4.2651  -0.18
27 C 1.1907 -1.1200 3.4617  -0.70
28 C 1.3344 -0.6298 2.1673  -0.10
29 N 0.4214 0.2549 1.6422  0.03
30 H -1.6589 0.5653 4.2606  0.40
31 H 0.0368 -1.0307 5.2980  0.39
32 H 1.9345 -1.8345 3.8345  0.37
33 H 2.1505 -0.9087 1.5024  0.34

Its lowest unoccupied orbital energy (alpha / beta) is -0.27 / -0.35 eV. For the total energy, the calculation gives -1902.22189 a.u. Its charge is 0. As for the largest force on an atom: 6.1 eV Å⁻¹. Its expectation value of S² is 3.79. The calculation puts the HOMO-LUMO gap (alpha / beta) at 5.10 / 6.53 eV. The multiplicity is 4.

=====

2.
The following is a DFT calculation (ωB97M-V/def2-TZVPD) of an isolated molecule of C5H3F in a non-equilibrium geometry.

Last column: Mulliken charge in e.
Geometry (Å):
1 C 0.6374 -0.9619 0.4236  -0.40
2 C 1.4580 -0.0835 -0.0869  0.50
3 C -0.9161 0.6513 0.1947  -0.47
4 C -0.6498 -0.8045 -0.2453  -0.04
5 C 0.1688 0.3252 -0.7239  -0.24
6 F 2.5959 0.4898 0.2049  -0.24
7 H -1.6873 1.2604 -0.1361  0.29
8 H -0.7204 0.8166 1.2186  0.24
9 H -0.8864 -1.6935 -0.8496  0.33

Its lowest unoccupied orbital energy is -0.05 eV. For the total energy, the calculation gives -291.92755 a.u. As for the SMILES: FC1=C2[C@H]3C[C@@]123. Its charge is 0. As for the largest force on an atom: 2.1 eV Å⁻¹. The calculation puts the HOMO-LUMO gap at 8.72 eV. The multiplicity is 1.

=====

3.
The following is a DFT calculation (ωB97M-V/def2-TZVPD) of an isolated ion of composition C5H12NO and charge -2 in a non-equilibrium geometry.

Last column: Mulliken charge in e.
Geometry (Å):
1 C 0.1424 -1.3031 -2.4313  -3.58
2 C -0.2775 -0.9971 -0.9934  -1.18
3 N 0.5509 0.0867 -0.4467  0.18
4 C -0.7819 -0.1388 1.6921  -1.91
5 C 0.5220 0.2856 0.9791  0.01
6 C 0.6152 1.9339 1.1655  -0.33
7 O 0.1434 2.6107 0.1155  -0.90
8 H 1.2165 -1.1534 -2.5555  0.56
9 H -0.3743 -0.7138 -3.1900  0.40
10 H -0.1337 -2.3379 -2.7082  1.51
11 H -0.1710 -1.8998 -0.3945  0.83
12 H -1.3410 -0.7283 -1.0380  0.14
13 H 0.3234 1.0125 -0.8410  0.32
14 H -0.6908 0.1656 2.7417  0.50
15 H -1.6627 0.3644 1.2926  0.26
16 H -1.0665 -1.1953 1.6099  0.68
17 H 1.3324 -0.1957 1.5587  0.10
18 H -0.0410 2.0831 2.0510  0.14
19 H 1.6942 2.1206 1.3924  0.25

Its lowest unoccupied orbital energy (alpha / beta) is 6.83 / 6.71 eV. For the total energy, the calculation gives -327.51434 a.u. Its charge is -2. As for the largest force on an atom: 1.7 eV Å⁻¹. Its expectation value of S² is 0.75. The calculation puts the HOMO-LUMO gap (alpha / beta) at 2.50 / 6.72 eV. The multiplicity is 2.

=====

4.
The following is a DFT calculation (ωB97M-V/def2-TZVPD) of an isolated ion of composition C4H7N2 and charge +1 in a non-equilibrium geometry.

Last column: Mulliken charge in e.
Geometry (Å):
1 C -1.6468 -0.0570 0.0109  -0.35
2 C 0.5404 0.0502 -0.6991  -0.51
3 C -0.3650 0.0629 -1.8539  -0.08
4 C 0.0211 -0.0744 1.7648  -0.86
5 N -0.4013 -0.0293 0.3983  0.25
6 N -1.5742 0.0024 -1.4055  0.12
7 H 1.2383 -0.7966 -0.7204  0.36
8 H 1.1639 0.9531 -0.6520  0.36
9 H -0.0888 0.1122 -2.8948  0.44
10 H 0.6333 -0.9588 1.9480  0.34
11 H 0.6067 0.8110 2.0161  0.34
12 H -0.8623 -0.1130 2.3985  0.33
13 H -2.4272 -0.0045 -1.9577  0.27

Its lowest unoccupied orbital energy is -5.77 eV. For the total energy, the calculation gives -265.80130 a.u. Its charge is +1. As for the largest force on an atom: 1.8 eV Å⁻¹. The calculation puts the HOMO-LUMO gap at 8.38 eV. The multiplicity is 1.

=====

5.
The following is a DFT calculation (ωB97M-V/def2-TZVPD) of a 2-piece molecular cluster, C6H15NO overall in a non-equilibrium geometry.

Last column: Mulliken charge in e.
Geometry (Å):
1 C 3.4575 2.7483 -1.5167  -1.24
2 C 2.3949 1.6861 -1.8389  -0.53
3 C 1.8814 0.8807 -0.6899  -0.13
4 C 0.6579 0.4672 -0.3876  -0.52
5 N 0.2345 0.1114 0.9244  -0.13
6 C -1.1612 -0.4343 0.8850  -0.90
7 C -1.5121 -0.9255 2.2732  -2.03
8 H 3.5255 3.3845 -2.3956  0.36
9 H 4.2810 2.3009 -0.9667  0.35
10 H 2.9792 3.4338 -0.8197  0.30
11 H 1.5213 2.2217 -2.2316  0.29
12 H 2.6998 1.1467 -2.7296  0.39
13 H 2.5349 0.9370 0.1837  0.24
14 H -0.1602 0.4990 -1.0908  0.28
15 H 0.7650 -0.6829 1.2843  0.32
16 H -1.3423 -1.1643 0.0938  0.36
17 H -1.7908 0.4223 0.6164  0.33
18 H -0.9706 -1.8687 2.4160  0.34
19 H -1.1322 -0.2556 3.0503  0.21
20 H -2.5641 -1.0572 2.5256  1.23
21 H -5.6400 -3.9266 0.5442  0.67
22 H -5.1164 -5.3749 0.0620  0.68
23 O -5.5428 -4.5495 -0.1920  -1.87

Its lowest unoccupied orbital energy (alpha / beta) is 3.02 / 2.98 eV. For the total energy, the calculation gives -367.50123 a.u. Its charge is -1. As for the largest force on an atom: 2.3 eV Å⁻¹. Its expectation value of S² is 0.75. The calculation puts the HOMO-LUMO gap (alpha / beta) at 1.82 / 8.63 eV. The multiplicity is 2.

=====

6.
The following is a DFT calculation (ωB97M-V/def2-TZVPD) of a 2-piece molecular cluster, C4H14N3 overall in a non-equilibrium geometry.

Last column: Mulliken charge in e.
Geometry (Å):
1 C -2.9365 0.2801 0.4578  -0.86
2 C -1.4235 1.8584 -0.3843  -0.16
3 N -1.6285 0.6104 -0.1169  0.03
4 H -2.7135 -0.3594 1.3543  0.30
5 H -3.5100 -0.3016 -0.2310  0.33
6 H -3.5088 1.2121 0.6605  0.31
7 H -2.2688 2.6037 -0.2890  0.21
8 H -0.4526 2.1886 -0.6856  0.27
9 H -0.8849 -0.3072 -0.4636  0.42
10 N -0.0204 -1.3184 -0.8480  -0.55
11 C 1.3569 -0.7409 -0.7441  -0.68
12 C 1.8072 -0.4268 0.7041  -0.53
13 N 2.9890 0.4790 0.7218  -0.61
14 H -0.1025 -2.1367 -0.2619  0.29
15 H -0.1602 -1.6794 -1.8168  0.30
16 H 1.4051 0.1785 -1.3288  0.29
17 H 2.1260 -1.4530 -1.1772  0.42
18 H 1.0166 0.1611 1.1666  0.35
19 H 1.9208 -1.3718 1.2300  0.35
20 H 3.2090 0.6046 1.6938  0.26
21 H 3.7796 -0.0814 0.3584  0.26

Its lowest unoccupied orbital energy is -3.84 eV. For the total energy, the calculation gives -324.79676 a.u. Its charge is +1. As for the largest force on an atom: 2.3 eV Å⁻¹. The calculation puts the HOMO-LUMO gap at 9.41 eV. The multiplicity is 1.